w.
15
Properties=species:S:1:pos:R:3 method="wB97M-V/def2-TZVPD" e_lumo_ev=0.2 homo_energy_ev=-8.5 homo_lumo_gap_ha=0.320
C -0.262 -1.130 -0.200
C -0.699 -0.025 0.798
C 0.326 0.281 -0.194
N 4.431 0.058 0.322
N 3.636 -0.913 0.526
N 3.754 0.919 -0.501
N 2.538 -1.310 0.528
N 2.457 1.022 -0.534
N 1.680 0.431 0.318
H 0.458 -1.794 0.168
H -0.811 -1.508 -0.946
H -1.627 0.461 0.592
H -0.397 0.089 1.860
H 0.080 0.842 -1.114
H 2.132 1.610 -1.404


x.
15
Properties=species:S:1:pos:R:3 method="wB97M-V/def2-TZVPD" e_lumo_ev=-0.8 homo_energy_ev=-8.8 homo_lumo_gap_ha=0.294
C 1.563 -0.240 0.491
C -0.579 0.578 0.868
C -1.536 0.073 -0.834
H 2.989 0.581 1.654
H 1.990 -1.316 2.340
H 2.243 -0.854 -1.286
H -0.034 0.787 2.017
H -2.267 -0.541 -2.583
H -3.045 0.853 -1.571
N 1.956 0.203 1.747
N 2.661 -0.390 -0.276
N 0.129 -0.540 0.423
N -1.614 1.130 0.120
N -2.440 0.031 -1.776
N -0.486 -0.716 -0.769


It is w that is the least stable of them.